This record from the Open Molecules 2025 dataset describes the molecule C16H18N6 in a non-equilibrium geometry. The level of theory is ωB97M-V/def2-TZVPD.

Geometry as XYZ:
```
40
Properties=species:S:1:pos:R:3:forces:R:3:nbo_charge:R:1
N -1.3204 1.7354 3.1669 0.1068 0.3053 -0.2866 -0.44
N 1.1695 -3.3450 -2.4860 0.5334 -1.3648 0.1675 -0.51
N 1.3136 -1.0405 -2.9517 0.9589 1.4991 -0.2066 -0.51
C -0.1773 1.9187 3.7867 -1.3212 -0.6066 -0.6656 0.15
C -1.0310 1.1884 1.9139 -0.7299 0.0846 0.3916 0.02
C 0.3210 1.0525 1.8174 0.5559 -0.2517 -0.2464 0.30
C 1.0637 -2.2769 -3.2776 -0.2738 -0.5311 2.2643 0.54
C 1.6797 -3.1700 -1.2867 -0.1658 -0.3414 0.1539 0.11
C 1.8722 -0.8657 -1.7654 -0.5381 1.1785 0.1719 0.26
C 2.0222 -1.8837 -0.8989 1.0066 -1.5995 2.6073 -0.35
C -4.1046 -0.0307 -0.9230 0.8688 0.6611 0.2496 -0.23
C -2.8018 -0.5209 -1.0136 -0.1245 0.4431 1.5216 -0.20
C -4.3830 0.9026 0.0684 1.0989 0.3596 1.3036 -0.20
C -1.8301 -0.1629 -0.0648 -0.0504 -0.1024 -0.6877 -0.22
C -3.3921 1.3001 1.0309 -0.1236 -0.6114 -1.5374 -0.19
C -2.0804 0.7909 0.9381 -0.5412 -0.1750 0.1452 -0.05
N 0.4887 -2.4975 -4.4361 -1.6537 0.3248 -2.6873 -0.77
N 0.8550 1.4790 3.0013 1.5948 0.4908 1.1446 -0.36
N 1.1492 0.6139 0.7936 -0.9430 0.0563 -0.3550 -0.63
C 2.2264 1.2386 3.5006 -0.0474 0.0278 0.6253 -0.42
C 2.2198 0.5200 -1.3366 -0.9973 0.9988 -0.1032 -0.44
C 1.0993 1.2478 -0.5137 1.3136 -0.3916 -0.6204 -0.19
H -0.1270 2.3296 4.7942 0.4619 -0.2774 -0.3708 0.20
H 1.7841 -4.0796 -0.6275 -0.1527 1.1750 -0.7217 0.20
H 2.3791 -1.6974 0.1218 -0.0248 -0.1222 -0.5708 0.21
H -4.8349 -0.3025 -1.6653 -0.2400 -0.0703 -0.0251 0.21
H -2.5686 -1.2472 -1.7484 0.3077 -0.5522 -0.6488 0.20
H -5.3633 1.3463 0.1275 -0.1816 0.0400 0.0802 0.21
H -0.8507 -0.6418 -0.1588 -0.2762 0.2394 0.2094 0.22
H -3.5848 2.0370 1.7982 -0.2537 -0.0377 -0.0192 0.23
H -0.0485 -3.3496 -4.4054 -0.1083 0.0211 -0.4721 0.40
H 0.0157 -1.6461 -4.7614 0.2579 -0.8584 -0.2176 0.39
H 2.1014 0.4803 1.0498 0.4568 -0.0538 0.4622 0.37
H 2.4333 1.9447 4.3434 -0.3081 -0.6582 -0.6917 0.23
H 3.0335 1.3922 2.7701 -0.5716 0.1937 -0.1168 0.21
H 2.3412 0.1921 3.8656 -0.2237 0.6862 -0.1328 0.21
H 3.1470 0.5340 -0.7805 0.3312 -0.0015 0.1613 0.20
H 2.3395 1.0793 -2.2383 0.3705 0.5260 -0.6386 0.23
H 0.1762 1.0849 -1.0534 -0.4514 -0.1059 0.2427 0.22
H 1.2673 2.3496 -0.4954 0.0784 -0.5982 0.1203 0.18
```
Forces are in eV/Å.

Summary:
- SMILES string: Cn1cnc(-c2ccccc2)c1NCCc1ccnc(N)n1
- Multiplicity: 1
- Energy relative to the best compared isomer or geometry (same formula, charge and spin): 0.254 eV
- Highest occupied orbital energy: -7.6 eV
- Lowest unoccupied orbital energy: 0.44 eV
- HOMO-LUMO gap: 8.001 eV



This record from the Open Molecules 2025 dataset describes C16H19AsCuN2O3PS4 as an isolated structure. The level of theory is ωB97M-V/def2-TZVPD.

Geometry as XYZ:
```
47
Properties=species:S:1:pos:R:3:forces:R:3:mulliken_spin:R:1
Cu 0.3184 1.3530 -1.6004 0.2899 -0.2036 -0.4170 0.00
O -5.0793 -3.6658 -2.1639 0.0393 0.0589 -0.0176 0.00
C -4.8874 -3.1835 -0.9183 0.1430 0.0775 -0.0637 0.00
O -5.5008 -3.6558 -0.0001 -0.0125 0.0301 0.0523 0.00
C -3.8903 -2.0698 -0.7661 -0.2037 -0.1811 -0.0492 0.00
C -3.5457 -1.6936 0.5262 0.0703 0.0713 0.0884 0.00
C -2.6187 -0.6856 0.7330 0.0050 -0.1185 0.1027 0.00
C -2.0442 -0.0429 -0.3608 0.2985 0.2722 0.1277 -0.01
C -2.3824 -0.4048 -1.6472 -0.1246 0.0570 -0.2172 0.01
C -3.3071 -1.4131 -1.8439 0.0339 0.0306 -0.1347 0.00
N -1.0370 0.9690 -0.1871 -0.2461 -0.4187 -0.3674 0.00
C -1.2477 1.7818 0.7477 -0.0467 0.3698 0.5556 0.00
C 0.8969 2.9786 0.9487 -0.4916 -0.2488 0.2361 0.00
C 1.5705 3.7137 1.9079 0.2218 0.1249 0.1849 0.00
C 2.8992 3.9904 1.6589 -0.0384 0.0645 0.1105 0.00
C 3.4808 3.5521 0.4750 0.0044 -0.0737 -0.1106 0.00
C 2.6934 2.8670 -0.4296 -0.0721 0.0388 0.0135 0.00
N 1.4074 2.5811 -0.1785 0.1939 0.1009 -0.2092 0.00
H -4.4869 -3.2281 -2.7896 -0.0360 -0.0638 0.0434 0.00
H -4.0000 -2.2157 1.3581 0.0162 0.0149 -0.0180 0.00
H -2.3088 -0.4332 1.7415 -0.0050 -0.0171 -0.0387 0.00
H -1.9589 0.1229 -2.5018 0.0521 -0.0887 -0.0438 -0.01
H -3.5443 -1.6480 -2.8773 0.0042 0.0283 0.0185 0.01
H -2.1952 1.8273 1.2823 0.0570 -0.0603 0.0810 0.00
H 1.0630 4.0322 2.8075 0.0187 -0.0308 -0.0194 0.00
H 3.4776 4.5493 2.3842 0.0050 -0.0144 -0.0141 0.00
H 4.5218 3.7415 0.2538 -0.0233 0.0291 -0.0159 0.00
H 3.0597 2.5304 -1.3944 -0.0153 -0.0393 0.0408 0.00
S -1.6029 0.9314 -4.8026 0.0279 -0.0180 0.0073 0.01
As 0.4425 0.3197 -4.9876 -0.0532 -0.0709 0.0945 -0.01
S 0.2650 -1.7558 -3.7798 -0.0318 0.0970 -0.0418 0.39
S 1.5923 1.4081 -3.3991 -0.1220 -0.0726 0.1311 0.02
S 1.6267 -2.9696 -4.5035 0.0235 -0.0175 0.0361 0.59
C 1.8693 -0.8876 3.3353 0.0358 -0.0554 -0.0015 0.00
P 1.6530 -0.5083 1.5437 -0.0497 0.0266 0.1212 0.00
C 3.3694 -0.8136 0.9691 0.0116 0.0306 -0.0755 0.00
C 0.8704 -2.0706 0.9802 -0.0018 0.0413 -0.0699 0.00
O -0.4209 2.6977 1.2773 0.0268 0.2671 -0.1380 0.00
H 2.3600 -1.8512 3.5020 -0.0181 0.0197 0.0009 0.00
H 0.8952 -0.8964 3.8277 0.0076 -0.0140 0.0033 0.00
H 2.4685 -0.1008 3.7985 -0.0025 -0.0220 0.0045 0.00
H 3.7522 -1.7686 1.3392 0.0093 0.0143 -0.0219 0.00
H 4.0265 -0.0075 1.3031 -0.0243 -0.0269 0.0053 0.00
H 3.3795 -0.8238 -0.1229 0.0048 0.0054 0.0112 0.00
H 1.4631 -2.9444 1.2625 -0.0164 -0.0067 -0.0009 0.00
H 0.7697 -2.0439 -0.1077 0.0097 -0.0166 0.0061 0.00
H -0.1333 -2.1653 1.3989 0.0246 0.0088 0.0089 0.00
```
Forces are in eV/Å.

Summary:
- Net charge: -1
- Multiplicity: 2
- Highest occupied orbital energy (spin up / spin down): -3.7 / -3.6 eV
- Lowest unoccupied orbital energy (spin up / spin down): 2.07 / 2.07 eV
- HOMO-LUMO gap (spin up / spin down): 5.739 / 5.686 eV



This record from the Open Molecules 2025 dataset describes C16H19BFeN6 as an isolated structure in a non-equilibrium geometry. The level of theory is ωB97M-V/def2-TZVPD.

Geometry as XYZ:
```
43
Properties=species:S:1:pos:R:3:forces:R:3:mulliken_spin:R:1
C 2.7398 -0.2122 -0.0759 -0.6875 -0.2262 -1.1025 0.03
N 1.4461 -0.2741 -0.4983 0.9989 0.1927 -0.4465 0.03
N 1.4893 -0.3859 -1.8950 0.0653 -0.3954 1.1293 0.01
C 2.7647 -0.4755 -2.2847 0.1583 -0.0837 0.7042 0.01
C 3.5909 -0.3791 -1.1705 -0.4025 0.1191 0.4761 0.03
B 0.2187 -0.2410 -2.7452 0.5464 1.2988 0.9254 -0.06
N -0.7508 -1.3803 -2.3491 -1.3535 -2.2401 -1.8267 0.18
N -1.3425 -1.4960 -1.0725 -1.9178 -2.0396 -0.3615 0.19
C -2.2936 -2.4516 -1.2041 1.4886 2.1021 1.0981 0.16
C -2.2576 -3.0080 -2.5053 -0.4127 -0.2883 0.2081 0.31
C -1.2763 -2.2924 -3.1839 1.9031 1.9859 0.6530 0.12
Fe -0.3162 -0.1065 0.3574 -0.8485 -0.6057 -0.5890 3.20
N -0.4898 1.0787 -2.3056 -0.2616 -0.1465 1.0740 0.03
N -0.8887 1.2739 -0.9642 -0.3475 1.1034 -1.2688 0.09
C -1.4612 2.4983 -0.9185 0.5398 -0.6675 -1.1423 0.01
C -1.4293 3.0868 -2.1887 0.1762 -0.5162 0.2304 0.05
C -0.8088 2.1624 -3.0223 -0.2314 -0.1361 0.7150 0.01
H -1.8634 2.9081 -0.0123 -0.0144 -0.0400 0.2635 0.00
H -0.5700 2.1930 -4.0693 -0.0297 0.1133 -0.1517 0.00
H -1.8003 4.0462 -2.4641 -0.1293 0.3984 -0.0881 0.00
H 0.4694 -0.2309 -3.9053 -0.1341 -0.2060 -0.0319 0.00
H -0.9045 -2.3927 -4.1860 -0.0437 0.0422 -0.2407 0.00
H 3.0184 -0.6349 -3.3135 0.0226 0.1260 -0.2694 0.00
H -2.8418 -3.8207 -2.8777 -0.2730 -0.3046 -0.1476 -0.01
H 4.6599 -0.4205 -1.1024 0.1662 0.0468 -0.2591 0.00
H -3.0112 -2.6981 -0.4342 0.3535 0.0321 0.2556 0.01
H 2.9971 0.0147 0.9515 -0.1759 -0.3644 -0.1190 0.00
H -2.2184 -1.0573 1.9434 -0.0510 0.3121 -0.1607 0.00
C -2.3959 -1.8404 2.6804 -0.0644 -0.4136 0.0552 0.00
H -3.2313 -2.4597 2.3595 -0.0268 0.0629 0.0055 0.00
H -1.5108 -2.4650 2.7742 -0.0208 -0.1111 0.0043 0.00
H -2.6260 -1.3880 3.6441 0.0223 0.0702 -0.1383 0.00
C 1.6993 1.6704 4.1970 -0.2329 -0.1494 -0.0380 0.02
C 0.9731 0.4850 4.3654 -0.2336 0.1905 -0.3857 -0.04
C 0.3366 -0.1135 3.2629 0.0339 -0.1120 -0.3124 0.07
C 0.3744 0.5181 2.0091 1.7602 0.8573 1.7272 -0.41
C 1.1478 1.6690 1.8481 0.0390 0.1799 0.1093 0.02
C 1.8003 2.2568 2.9365 -0.4122 -0.1906 -0.0729 -0.04
H 2.1843 2.1373 5.0533 -0.0374 -0.1914 -0.2138 0.00
H 0.8887 0.0271 5.3554 0.0510 0.0837 -0.4461 0.00
H -0.1549 -1.0694 3.3659 0.0419 0.0622 0.2736 -0.01
H 1.2590 2.1103 0.8718 0.1007 0.1826 -0.1952 -0.01
H 2.3857 3.1578 2.7728 -0.1257 -0.1341 0.1001 0.00
```
Forces are in eV/Å.

Summary:
- Net charge: +2
- Multiplicity: 5
- Highest occupied orbital energy (spin up / spin down): -15.3 / -15.3 eV
- Lowest unoccupied orbital energy (spin up / spin down): -8.70 / -11.32 eV
- HOMO-LUMO gap (spin up / spin down): 6.579 / 3.966 eV



This record from the Open Molecules 2025 dataset describes C16H19BN6TeV as an isolated structure in a non-equilibrium geometry. The level of theory is ωB97M-V/def2-TZVPD.

Geometry as XYZ:
```
44
Properties=species:S:1:pos:R:3:forces:R:3:mulliken_spin:R:1
H 1.0322 3.6731 -0.2690 0.0220 0.0135 -0.1368 0.00
N 0.6890 2.0110 -1.5265 0.1446 2.6640 -2.5507 0.01
B 0.2384 0.4824 -3.5664 -0.9094 -0.2414 0.1597 -0.06
N 0.5868 1.8553 -2.9244 0.4531 0.6234 1.7249 0.03
C 0.8006 3.0487 -3.5014 -0.2611 -0.1115 0.5831 0.04
V 0.8363 0.4945 -0.3479 -3.5022 -1.3223 -0.1014 2.81
H 0.7652 3.1239 -4.5805 0.0227 0.1024 0.1864 0.00
C 0.9990 4.0132 -2.5112 -0.0600 -0.1554 -0.0397 0.00
H 1.1668 5.0675 -2.6558 0.0193 -0.0683 -0.0346 0.00
C 0.9207 3.3352 -1.2892 -0.1979 -1.4563 -1.2610 0.05
H 0.2521 0.5491 -4.7771 0.1844 0.0206 0.3318 0.00
C -1.8337 -2.3927 2.8656 -0.6390 -2.6842 -2.2281 0.00
H -2.0047 -3.3257 3.4365 0.1842 0.3997 -0.3795 0.00
H -0.9626 -2.5139 2.1892 -0.4575 0.0840 0.5201 0.00
H -2.7308 -2.2125 2.2418 0.4469 -0.0258 0.3420 0.00
N -1.2188 0.0647 -3.1063 0.0023 0.0287 1.1667 0.01
N 1.2304 -0.5953 -3.0438 0.8040 -0.4131 1.6691 0.03
N -1.4387 -0.0943 -1.7584 0.3839 0.0688 -0.0972 0.00
N 1.4715 -0.7763 -1.6653 1.1457 -1.9411 -2.7535 0.01
C -2.3555 -0.1901 -3.7900 -0.1714 -0.3474 1.7404 0.00
C 1.9390 -1.5088 -3.7255 -0.2515 -0.0326 0.6421 0.04
H -2.3551 -0.1187 -4.8491 -0.1700 0.0145 -0.6015 0.00
H 1.8757 -1.5102 -4.8057 0.1174 -0.1280 0.1593 0.00
C -3.3448 -0.5510 -2.8574 1.5206 0.5045 -0.0850 0.00
C 2.6179 -2.3336 -2.8264 -0.1773 0.1985 0.0668 0.00
C -2.7165 -0.4715 -1.5946 0.8801 0.3893 -0.9720 0.00
C 2.3007 -1.8512 -1.5467 -0.8509 1.2381 -1.2376 0.04
H -4.3443 -0.8166 -3.0448 -0.9215 -0.2372 -0.2869 0.00
H 3.2503 -3.1704 -3.0684 -0.0032 0.0377 -0.0045 0.00
H -3.1056 -0.6495 -0.5931 0.1061 0.0379 -0.4092 0.00
H 2.6102 -2.1657 -0.5612 0.0462 -0.0144 -0.1140 0.00
H -1.6957 -1.6306 3.5262 0.4972 2.2618 1.7451 0.00
Te 2.0121 0.8408 1.7574 1.2819 0.5145 2.8724 -0.07
C 0.8722 0.3367 3.5353 0.1692 -0.1580 -0.6757 0.01
C -0.2068 1.1131 3.9756 0.2268 -0.3121 0.5621 0.00
C -0.7416 0.8599 5.2507 0.2290 -0.2881 -0.1680 0.00
C -0.2280 -0.1823 6.0355 0.1596 0.0378 -0.1800 0.00
C 0.8176 -0.9854 5.5552 -0.1474 0.2732 -0.2181 0.00
C 1.3660 -0.7370 4.2885 -0.4112 0.3471 0.5197 0.00
H -0.6017 1.9230 3.3618 0.1763 -0.2093 0.1783 0.00
H -1.5498 1.4821 5.6434 0.2280 -0.2122 -0.1921 0.00
H -0.6316 -0.3635 7.0351 0.1091 0.0695 -0.3542 0.00
H 1.2253 -1.7847 6.1795 -0.1869 0.2187 -0.2331 0.00
H 2.1903 -1.3427 3.9090 -0.2419 0.2105 0.1443 0.00
```
Forces are in eV/Å.

Summary:
- Multiplicity: 4
- Energy relative to the best compared isomer or geometry (same formula, charge and spin): 0.000 eV
- Highest occupied orbital energy (spin up / spin down): -7.2 / -7.8 eV
- Lowest unoccupied orbital energy (spin up / spin down): 0.33 / 0.46 eV
- HOMO-LUMO gap (spin up / spin down): 7.578 / 8.268 eV



- Which formula does entry 4 have?
  C16H19BN6TeV



- What is the formula in the third record?
  C16H19BFeN6



- Look up the multiplicity of the first one.
  1



- Which of these has the lowest multiplicity?
  C16H18N6